ORCA calculation (ωB97M-V/def2-TZVPD) on C6H16FO2Zn as an isolated structure.

```
26
Properties=species:S:1:pos:R:3:forces:R:3
Zn 9.714870 -16.530170 -17.380310 -1.149 8.905 -5.247
F 9.880620 -17.875680 -16.636980 2.863 0.172 -1.451
C 9.918880 -19.881630 -18.277450 2.085 -0.134 -1.655
C 8.527610 -19.617430 -17.814580 -0.604 -2.433 1.215
C 7.633400 -20.858710 -18.162390 0.167 1.062 -0.446
O 8.529630 -19.411150 -16.423890 -3.073 -2.481 -0.507
H 10.632980 -19.077290 -18.100830 -0.132 0.259 -0.307
H 9.957240 -20.079420 -19.348670 -0.218 0.140 -0.171
H 10.505500 -20.706070 -17.872160 -0.851 -0.457 0.558
H 8.148350 -18.699720 -18.264110 -0.391 0.553 -0.800
H 7.892330 -21.770140 -17.623550 0.272 0.337 0.330
H 7.787030 -21.086180 -19.217260 -0.092 0.036 -0.079
H 6.569840 -20.663300 -18.025430 0.094 0.098 0.168
H 9.090480 -18.644440 -16.285290 -3.319 -2.798 0.905
C 11.422920 -20.781600 -13.887230 2.108 -0.807 -0.423
C 10.361800 -20.108550 -14.675960 -0.190 0.568 0.965
C 9.147440 -19.974550 -13.854510 -2.238 -0.153 0.485
O 10.810760 -18.816750 -15.043120 2.450 -1.522 2.328
H 11.537870 -20.453580 -12.854140 -0.192 0.203 -0.137
H 12.354010 -20.602180 -14.424800 0.340 0.264 0.244
H 11.401010 -21.871210 -13.906340 -0.683 -0.030 0.157
H 10.070950 -20.748620 -15.508930 0.331 0.201 -0.618
H 8.706590 -20.965140 -13.742720 0.083 -0.169 0.469
H 8.351160 -19.453210 -14.385770 0.112 0.219 0.284
H 9.283110 -19.501530 -12.881920 0.300 -0.117 -0.032
H 10.324260 -18.334160 -15.715450 1.927 -1.917 3.764
```
Forces are in eV/Å.

Calculated values
- LUMO energy: -9.16 eV
- Frontier orbital gap: 0.1390 Eh
- F_max: 10.40 eV/A
- Calculated total energy: -61696.09383 eV
- Total charge: +1